A molecular structure, C8H23N5O13S. Source: OMol25; level of theory: the ωB97M-V functional and the def2-TZVPD basis.

Geometry as XYZ:
```
50
Properties=species:S:1:pos:R:3
O 24.5643 -0.6215 -7.8020
S 23.9824 0.7231 -7.6014
O 24.5846 1.6020 -6.6369
O 23.8901 1.5591 -9.0242
C 23.1546 2.8270 -9.0060
C 24.1374 3.9302 -9.3912
C 22.2694 0.4411 -7.2650
H 22.5487 3.1417 -8.1562
H 22.4285 2.7097 -9.8104
H 23.7094 4.9034 -9.6317
H 24.7720 3.6944 -10.2455
H 24.7963 4.1966 -8.5648
H 22.2818 -0.2152 -6.3949
H 21.7960 -0.0612 -8.1087
H 21.8419 1.4276 -7.0858
C 24.8961 11.4147 -7.5636
N 24.4108 10.0709 -7.1536
O 23.4918 10.0378 -6.3174
O 25.0345 9.0764 -7.5129
H 24.1640 12.0992 -7.1350
H 24.8297 11.5060 -8.6477
H 25.9327 11.4535 -7.2287
C 22.5775 9.4610 -12.8380
N 23.7674 9.2757 -11.9727
O 24.9184 9.1999 -12.4881
O 23.6064 9.2260 -10.7169
H 22.0677 8.4986 -12.8829
H 23.0874 9.8085 -13.7364
H 22.0158 10.1843 -12.2468
C 22.4042 5.6944 -5.8853
N 23.1961 4.5472 -6.3625
O 24.4329 4.4712 -6.2115
O 22.6035 3.5646 -6.8887
H 23.0562 6.4922 -5.5296
H 21.7763 5.3921 -5.0472
H 21.7262 5.9773 -6.6906
C 23.5628 8.3341 -8.9966
N 23.0545 6.8999 -8.7419
O 23.4413 5.9744 -9.4178
O 22.3313 6.7282 -7.7530
H 22.6764 8.8544 -9.3594
H 24.4121 8.1753 -9.6612
H 23.9341 8.6912 -8.0360
C 25.7167 5.4571 -9.2642
N 26.2973 6.7513 -8.8582
O 25.9903 7.7869 -9.4797
O 27.1044 6.7505 -7.9432
H 24.8120 5.5915 -9.8569
H 25.4855 4.8600 -8.3821
H 26.4417 4.9027 -9.8602
```

As for the maximum force: 0.2159 hartree/bohr. Its spin multiplicity is 1. As for the gap between HOMO and LUMO: 8.0446 eV. The value obtained for the total energy is -1967.61071 a.u.

Population analysis type Mulliken, resulting atomic charges in e:
1. O -0.664
2. S 1.196
3. O -0.555
4. O -0.404
5. C -0.158
6. C -1.194
7. C -0.839
8. H 0.179
9. H 0.305
10. H 0.868
11. H 0.561
12. H -0.114
13. H 0.383
14. H 0.297
15. H 0.272
16. C -0.772
17. N 0.666
18. O -0.521
19. O -0.304
20. H 0.317
21. H 0.257
22. H 0.286
23. C -0.768
24. N 0.648
25. O -0.490
26. O -0.383
27. H 0.279
28. H 0.307
29. H 0.304
30. C -0.870
31. N 0.850
32. O -0.544
33. O -0.428
34. H 0.258
35. H 0.349
36. H 0.390
37. C -1.006
38. N 0.868
39. O -0.398
40. O -0.657
41. H 0.172
42. H 0.456
43. H 0.690
44. C -1.226
45. N 1.040
46. O -0.570
47. O -0.618
48. H 0.491
49. H 0.508
50. H 0.287



A molecular structure, C43H34F3MgN6OSbSe. Source: OMol25; level of theory: the ωB97M-V functional and the def2-TZVPD basis.

Geometry as XYZ:
```
90
Properties=species:S:1:pos:R:3
Mg 0.4534 0.0590 -1.5242
C -2.8876 -9.8797 7.5530
O -1.9972 -8.7230 7.6574
C -1.8291 -7.8622 6.6013
C -2.6818 -7.6900 5.5114
C -2.4125 -6.7120 4.5348
C -1.2173 -5.9408 4.5394
C -0.3895 -6.1397 5.6753
C -0.7661 -7.0141 6.6962
C -0.9442 -4.9571 3.5100
N -1.8106 -4.6618 2.5830
C -1.1513 -3.7482 1.7640
C 0.1014 -3.5040 2.2679
N 0.2464 -4.3737 3.2990
C 1.0431 -2.5319 1.7492
C 2.3120 -2.2492 2.2477
C 3.0812 -1.1907 1.7100
C 2.5296 -0.4814 0.6969
N 1.3414 -0.7444 0.1821
C 0.6101 -1.7321 0.6572
C -0.7169 -2.0168 0.1005
N -1.0633 -1.2572 -1.0276
C -2.2579 -1.4532 -1.5546
C -3.2205 -2.3481 -1.0298
C -2.8575 -3.1294 0.0236
C -1.5809 -3.0093 0.6230
H -2.8237 -10.3946 8.5172
H -2.5564 -10.5019 6.6608
H -3.9316 -9.5209 7.4207
H -3.6426 -8.2135 5.4850
H -3.1252 -6.5094 3.7173
H 0.4830 -5.5000 5.8417
H -0.1850 -7.0079 7.6166
H 0.9812 -4.3957 4.0084
H 2.7282 -2.7896 3.0974
H 4.1205 -1.0875 2.0689
H 3.0360 0.3945 0.2879
H -2.5612 -0.8661 -2.4327
H -4.1894 -2.4372 -1.5310
H -3.5396 -3.8173 0.4947
C 0.6835 1.1292 -6.5410
N 1.7980 1.7506 -5.7664
C 2.6019 2.7483 -6.2050
C 3.5526 2.9546 -5.2692
N 3.2940 2.0491 -4.2632
C 4.2252 1.9562 -3.1911
C 2.2179 1.2816 -4.5569
Se 1.7077 -0.3151 -3.7469
H 1.0693 0.2716 -7.0183
H 0.3871 1.7949 -7.3069
H -0.1325 0.9066 -5.8122
H 2.3523 3.2805 -7.1080
H 4.3788 3.6735 -5.1562
H 3.7687 1.4030 -2.3092
H 4.4898 2.9787 -2.8214
H 5.1450 1.4765 -3.5755
F 5.0733 6.4811 -1.2181
C 4.0540 5.6927 -1.3901
C 2.9949 6.0280 -2.2376
C 1.9265 5.1522 -2.3211
C 1.9116 3.9967 -1.5897
C 2.9376 3.6812 -0.7064
C 3.9991 4.5461 -0.6092
Sb 0.1144 2.8780 -1.3266
C -0.6364 3.4807 0.5393
C -0.6933 4.7836 0.9382
C -1.3109 5.2204 2.0943
C -1.8482 4.2553 2.8971
F -2.3317 4.5367 4.1204
C -1.7221 2.8803 2.6212
C -1.1374 2.4949 1.4324
C -1.3884 3.5962 -2.6546
C -2.1424 4.7445 -2.3523
C -3.2090 5.1426 -3.1420
C -3.4755 4.3732 -4.3120
F -4.3931 4.8858 -5.1088
C -2.6460 3.3373 -4.7101
C -1.6500 2.9224 -3.8516
H 3.1115 6.9545 -2.8258
H 1.0836 5.3646 -2.9785
H 2.8546 2.8384 0.0146
H 4.8116 4.3397 0.0230
H -0.2791 5.5827 0.2746
H -1.4591 6.2828 2.3478
H -2.1848 2.2353 3.3816
H -1.0612 1.4768 1.1239
H -1.9274 5.3070 -1.4438
H -3.7716 6.0449 -2.9034
H -2.8916 2.9805 -5.7167
H -0.9813 2.0816 -4.0625
```

As for the charge: +2. As for the maximum force: 0.0566 hartree/bohr. Its spin multiplicity is 1. As for the gap between HOMO and LUMO: 6.0521 eV. The value obtained for the total energy is -5203.74954 a.u.

Population analysis type Mulliken, resulting atomic charges in e:
1. Mg 0.843
2. C -0.700
3. O -0.430
4. C 0.651
5. C -0.456
6. C -0.559
7. C 0.423
8. C -0.606
9. C -0.544
10. C 0.359
11. N -0.721
12. C 0.895
13. C 0.254
14. N -0.119
15. C 0.096
16. C -0.265
17. C -1.202
18. C -0.071
19. N -0.305
20. C 0.683
21. C 0.100
22. N -0.615
23. C 0.076
24. C -0.920
25. C -0.520
26. C 0.043
27. H 0.253
28. H 0.306
29. H 0.288
30. H 0.283
31. H 0.407
32. H 0.195
33. H 0.379
34. H 0.235
35. H 0.431
36. H 0.422
37. H 0.390
38. H 0.467
39. H 0.417
40. H 0.603
41. C -0.918
42. N 0.236
43. C -0.558
44. C -0.450
45. N 0.449
46. C -0.687
47. C -0.237
48. Se -0.141
49. H 0.398
50. H 0.316
51. H 0.307
52. H 0.466
53. H 0.472
54. H 0.023
55. H 0.246
56. H 0.390
57. F -0.324
58. C 0.330
59. C -0.662
60. C -0.270
61. C 0.671
62. C -0.840
63. C -0.605
64. Sb 0.970
65. C 0.439
66. C -0.127
67. C -0.808
68. C 0.313
69. F -0.295
70. C -0.638
71. C -0.462
72. C 0.437
73. C -0.300
74. C -0.630
75. C 0.102
76. F -0.283
77. C -0.523
78. C -0.027
79. H 0.434
80. H 0.489
81. H 0.177
82. H 0.499
83. H 0.323
84. H 0.420
85. H 0.436
86. H 0.127
87. H 0.237
88. H 0.441
89. H 0.434
90. H -0.261



C4H8N2 in the gas phase. Source: OMol25; level of theory: the ωB97M-V functional and the def2-TZVPD basis.

Geometry as XYZ:
```
14
Properties=species:S:1:pos:R:3
C -0.8199 -1.5857 -0.3350
C 0.5880 -0.0949 1.2312
C 0.7803 1.3190 0.5392
C -0.0905 0.8674 -0.6692
H -1.1630 -1.2693 -2.3397
H -0.7098 -2.3683 0.5030
H 1.5752 -0.6557 1.4270
H -0.0303 -0.0218 2.1450
H 1.7759 1.6488 0.1932
H 0.4311 2.2268 0.9630
H -1.0225 1.5192 -0.6197
H 0.3393 0.7727 -1.6134
N -1.4011 -1.9484 -1.4471
N -0.2526 -0.4098 0.0225
```

As for the maximum force: 0.0714 hartree/bohr. Its spin multiplicity is 1. As for the gap between HOMO and LUMO: 9.3869 eV. The value obtained for the total energy is -266.64233 a.u.

Population analysis type Mulliken, resulting atomic charges in e:
1. C 0.184
2. C -0.514
3. C -0.485
4. C -0.599
5. H 0.212
6. H 0.281
7. H 0.250
8. H 0.252
9. H 0.227
10. H 0.275
11. H 0.186
12. H 0.401
13. N -0.681
14. N 0.013



C2H5NO2S2 in the gas phase. Source: OMol25; level of theory: the ωB97M-V functional and the def2-TZVPD basis.

Geometry as XYZ:
```
12
Properties=species:S:1:pos:R:3
C -0.1248 0.3862 1.3374
C 0.9386 0.1152 0.1928
N -1.3011 1.0304 0.8733
O -0.9608 -0.6765 -1.6824
O 1.3639 -0.5169 -2.2341
S -2.6535 0.2962 1.0901
S 0.5885 -1.1045 -1.1467
H -0.4478 -0.5871 1.9736
H 0.4167 0.9006 2.0055
H 1.1888 1.0305 -0.4170
H 1.8551 -0.2542 0.5720
H -0.8633 -0.6199 -2.5643
```

As for the maximum force: 0.1272 hartree/bohr. Its spin multiplicity is 1. As for the gap between HOMO and LUMO: 7.4320 eV. The value obtained for the total energy is -1080.68842 a.u.

Population analysis type Mulliken, resulting atomic charges in e:
1. C -0.500
2. C -0.648
3. N -0.182
4. O -0.443
5. O -0.597
6. S -0.001
7. S 0.618
8. H 0.363
9. H 0.373
10. H 0.323
11. H 0.410
12. H 0.286